No. 1
15
Properties=species:S:1:pos:R:3 method="wB97M-V/def2-TZVPD" de_lowest_ev=1.105 total_charge=0 molar_mass_g_mol=106.1 smiles=O.O.O.O.S energy_ha=-705.10643 e_homo_ev=-9.746 lumo_energy_ev=0.31 orbital_gap_ha=0.3694
S 2.3287 -1.1929 -0.3237
H 1.7560 -0.2966 -1.0571
H 2.3343 -0.4381 0.7812
H -0.5131 -1.7705 2.1752
H -1.3852 -0.4597 1.9376
O -1.2344 -1.3682 1.6850
H -2.0088 -1.7288 -0.7933
H -0.8003 -0.8259 -0.4145
O -1.5356 -0.9216 -1.0700
H 0.8744 3.4365 0.0648
H -0.2305 3.2322 -0.8708
O 0.7831 3.1463 -0.8589
H -2.5470 0.8881 -0.2438
H -2.4741 0.8904 1.3876
O -2.0779 1.1565 0.5562


No. 2
163
Properties=species:S:1:pos:R:3 method="wB97M-V/def2-TZVPD" total_charge=0 molar_mass_g_mol=1169.5 smiles="CCCCCC[C@@]1(CCCP(=O)(OCC)OCC)[C@@H](CC(=O)F)C(=O)O[C@@]1(CCN)OCCNC[C@@H](C)O.O=S1(=O)CCCC1.O=S1(=O)CCCC1.O=S1(=O)CCCC1.O=S1(=O)CCCC1.O=S1(=O)CCCC1" energy_ha=-5702.41636 e_homo_ev=-7.875 lumo_energy_ev=0.30 orbital_gap_ha=0.3005
C 4.2028 -6.7445 0.0510
C 4.1814 -5.1184 -0.1244
C 3.5887 -4.8408 -1.5904
C 3.9203 -3.3406 -2.1523
C 3.0739 -3.1728 -3.5109
C 2.5277 -1.6874 -3.7959
C 1.0256 -1.4149 -3.2131
C 0.0283 -2.3114 -4.1378
C -1.2767 -2.8445 -3.3663
C -2.5302 -3.1659 -4.3690
P -4.0580 -3.2241 -3.2119
O -3.5926 -4.0563 -1.9841
O -4.4669 -1.6787 -2.6110
C -5.4116 -0.9737 -3.4675
C -6.2614 0.0162 -2.4839
O -5.3465 -4.0787 -3.9281
C -6.0984 -4.8713 -2.9617
C -6.7911 -3.8758 -1.8942
C 0.7986 -1.4740 -1.6255
C 0.9133 -2.8681 -0.8371
C -0.2127 -2.8334 0.3315
O 0.0569 -2.5328 1.5273
F -1.5825 -3.1568 0.0751
C 1.7762 -0.2530 -1.2347
O 2.7571 -0.1917 -0.4687
O 1.2319 0.8011 -2.0830
C 0.9244 0.2093 -3.3973
C -0.6467 0.6457 -3.5514
C -1.0996 0.9235 -5.0645
N -2.5931 0.6181 -5.1175
O 1.5447 0.7712 -4.5703
C 2.3687 1.9298 -4.2733
C 1.5053 3.2925 -4.0102
N 1.7882 3.9133 -2.6791
C 0.6065 4.7229 -2.2640
C -0.3643 4.0113 -1.1936
C -0.0496 4.6989 0.2563
O -1.7864 4.3289 -1.4610
H 4.7096 -7.1415 -0.9143
H 3.1151 -7.1430 0.0019
H 4.7299 -7.0840 1.0047
H 5.1967 -4.6363 0.0793
H 3.3816 -4.7548 0.6332
H 4.0748 -5.5581 -2.3521
H 2.4566 -4.9950 -1.6241
H 3.6784 -2.5236 -1.3725
H 5.0614 -3.3060 -2.2985
H 3.8029 -3.4245 -4.3788
H 2.2779 -3.9941 -3.5283
H 3.2894 -0.9287 -3.4023
H 2.4627 -1.5824 -4.9482
H 0.5549 -3.2438 -4.5701
H -0.3322 -1.7043 -5.0370
H -1.6936 -2.1411 -2.5683
H -1.0726 -3.8485 -2.8254
H -2.3738 -4.2013 -4.8581
H -2.5993 -2.3119 -5.1278
H -4.9217 -0.2912 -4.2508
H -6.1785 -1.6410 -3.9898
H -5.6162 0.2734 -1.5745
H -7.1719 -0.6124 -2.1373
H -6.6201 0.9566 -3.0307
H -6.9488 -5.3970 -3.5491
H -5.4993 -5.7121 -2.4680
H -7.7164 -4.3956 -1.4424
H -6.0713 -3.4779 -1.1030
H -7.1772 -2.9718 -2.5085
H -0.2442 -1.0684 -1.3567
H 0.6839 -3.7904 -1.4965
H 1.9096 -2.9900 -0.2939
H -1.3188 -0.0722 -2.9690
H -0.7209 1.6642 -2.9997
H -1.0060 2.0146 -5.4014
H -0.6183 0.2458 -5.8491
H -2.8684 0.3354 -6.0738
H -2.8079 -0.1890 -4.5034
H 2.9635 2.1517 -5.2437
H 3.1666 1.7553 -3.4652
H 0.3805 3.1353 -4.1509
H 1.8172 4.0780 -4.8043
H 2.0686 3.2211 -1.9711
H 0.9525 5.7167 -1.7750
H -0.0519 5.0552 -3.1593
H -0.2729 2.8707 -1.1451
H -0.2960 5.8269 0.2510
H -0.7173 4.1520 1.0199
H 1.0648 4.5001 0.4794
H -2.2986 3.4995 -1.5735
C 2.6643 4.6492 5.2139
C 3.3142 3.5641 4.3537
C 2.7864 3.7315 2.9276
S 2.3826 5.4654 2.7449
O 0.9531 5.5888 2.5668
O 3.3281 6.0826 1.8407
C 2.7891 5.9392 4.4150
H 3.1452 4.7344 6.1908
H 1.6080 4.4088 5.3760
H 4.4012 3.6955 4.3620
H 3.1023 2.5632 4.7372
H 3.5365 3.4547 2.1857
H 1.8743 3.1535 2.7678
H 2.1111 6.7224 4.7549
H 3.8204 6.3052 4.4174
C -4.4165 6.9342 3.0169
C -5.4775 6.5680 1.9772
C -4.8671 6.8070 0.5946
S -3.1007 6.5832 0.7813
O -2.4486 7.8518 0.5454
O -2.6975 5.3702 0.1014
C -3.1269 6.2791 2.5400
H -4.6938 6.5932 4.0168
H -4.2937 8.0218 3.0519
H -5.7435 5.5111 2.0850
H -6.3920 7.1509 2.1104
H -5.2454 6.0962 -0.1409
H -5.0439 7.8278 0.2505
H -2.2342 6.6993 3.0035
H -3.1558 5.1976 2.6908
C -2.1546 -3.5277 3.6381
C -1.3414 -4.4845 4.5114
C -2.2985 -5.0969 5.5359
S -3.9169 -5.0942 4.7721
O -4.7735 -4.1955 5.5120
O -4.3039 -6.4549 4.4702
C -3.4199 -4.2868 3.2611
H -1.5971 -3.2135 2.7536
H -2.4120 -2.6316 4.2127
H -0.9157 -5.2761 3.8856
H -0.5104 -3.9744 5.0041
H -2.0189 -6.1210 5.7866
H -2.3525 -4.4934 6.4438
H -4.2201 -3.6383 2.9051
H -3.2075 -5.0630 2.5223
C 5.6592 10.1788 5.2964
C 6.9535 10.0208 6.0970
C 7.2183 8.5218 6.2498
S 6.4651 7.7340 4.8307
O 5.3737 6.9022 5.2907
O 7.5013 7.2323 3.9584
C 5.7816 9.2201 4.1193
H 5.5125 11.2078 4.9617
H 4.8031 9.9001 5.9196
H 7.7794 10.4870 5.5499
H 6.8884 10.5107 7.0713
H 8.2861 8.3005 6.2615
H 6.7457 8.1216 7.1488
H 4.8262 8.9997 3.6431
H 6.4934 9.5936 3.3798
C -1.0767 -9.2777 -0.0945
C -0.7935 -10.4345 -1.0550
C 0.4849 -10.0915 -1.8223
S 1.4455 -9.0335 -0.7456
O 1.5344 -7.7228 -1.3497
O 2.6121 -9.7531 -0.2876
C 0.2529 -8.9655 0.5794
H -1.8456 -9.5364 0.6364
H -1.4250 -8.4061 -0.6584
H -0.6434 -11.3554 -0.4819
H -1.6287 -10.6064 -1.7378
H 1.0632 -10.9848 -2.0610
H 0.2663 -9.5350 -2.7355
H 0.2755 -7.9829 1.0506
H 0.5169 -9.7375 1.3057


No. 3
78
Properties=species:S:1:pos:R:3 method="wB97M-V/def2-TZVPD" total_charge=-2 molar_mass_g_mol=952.1 energy_ha=-4769.01324 e_homo_ev="1.001 / -0.874" multiplicity=2 lumo_energy_ev="3.88 / 3.88" s_squared=0.788 orbital_gap_ha="0.1057 / 0.1747"
Hg -0.2827 -1.6677 0.7003
C 0.5968 -3.0360 -3.3498
C 0.7839 -1.5451 -3.3813
C 2.1690 -1.3609 -2.8038
C 2.7726 -2.5576 -2.7980
C 1.7891 -3.5993 -3.1109
H -0.3455 -3.5141 -3.5756
H 0.9247 -1.2888 -4.4421
H 2.6011 -0.3869 -2.6227
H 3.8026 -2.7557 -2.5303
H 2.0009 -4.6608 -3.0823
C -0.8224 -1.9148 -6.4145
O -1.4529 -1.5521 -5.2075
C -1.3839 -0.1958 -4.8980
C -1.8988 0.7427 -5.8084
C -1.8348 2.1021 -5.4590
C -1.3350 2.4894 -4.2412
C -0.8333 1.5546 -3.2722
C -0.3540 2.0803 -2.0450
N -0.0358 1.4749 -0.9058
N 0.3578 2.4112 0.0232
C 0.9826 2.0269 1.1146
O 1.2863 0.8471 1.5073
C 1.4165 3.1921 1.9705
C 2.3318 2.9824 3.0019
C 2.7990 4.0400 3.7732
C 2.3530 5.3327 3.5426
C 1.4227 5.5531 2.5290
C 0.9653 4.5012 1.7514
C -0.8196 0.1768 -3.6939
O -0.2380 -0.7447 -2.8506
H -1.3920 -1.5948 -7.2927
H -0.7424 -3.0031 -6.4159
H 0.1845 -1.4894 -6.4873
H -2.3214 0.4199 -6.7519
H -2.1921 2.8507 -6.1602
H -1.2820 3.5446 -3.9916
H -0.2682 3.1730 -2.0334
H 2.6832 1.9736 3.1783
H 3.5234 3.8556 4.5599
H 2.7341 6.1609 4.1300
H 1.0562 6.5575 2.3411
H 0.2671 4.6657 0.9448
C -2.9619 0.3792 -0.1459
N -3.1357 1.4576 0.8675
C -2.6639 2.7548 0.3313
C -2.4298 1.0692 2.1469
C -3.1984 -0.0093 2.8791
C -4.3626 0.3640 3.5651
C -5.0562 -0.5799 4.3078
C -4.5688 -1.8864 4.3404
C -3.4476 -2.2340 3.5926
C -2.7080 -1.3233 2.8081
H -3.5830 0.5762 -1.0192
H -3.2073 -0.5792 0.3086
H -1.9092 0.3562 -0.4283
H -4.1220 1.5146 1.1106
H -1.5952 2.6666 0.1361
H -2.8522 3.5463 1.0552
H -3.1706 2.9709 -0.6086
H -2.3429 1.9766 2.7494
H -1.4362 0.7207 1.8642
H -4.7162 1.3990 3.5485
H -5.9503 -0.3072 4.8574
H -5.0764 -2.6291 4.9528
H -3.1263 -3.2768 3.6176
Br 5.4015 -1.6144 4.8865
C 4.9683 -2.9842 3.6381
C 5.5977 -4.2120 3.7934
C 5.2996 -5.2512 2.9288
C 4.3648 -5.0600 1.9193
C 3.7547 -3.8255 1.7720
C 4.0487 -2.7535 2.6178
I 3.0056 -0.9549 2.2643
H 6.3108 -4.3475 4.5961
H 5.7882 -6.2109 3.0484
H 4.1034 -5.8754 1.2565
H 3.0078 -3.6789 0.9992


No. 4
16
Properties=species:S:1:pos:R:3 method="wB97M-V/def2-TZVPD" de_lowest_ev=0.294 total_charge=0 molar_mass_g_mol=60.1 smiles=CC.CC energy_ha=-159.57418 e_homo_ev=-11.589 lumo_energy_ev=1.19 orbital_gap_ha=0.4695
C -0.9324 1.5718 1.0862
C 0.4529 1.1459 1.5939
H -1.0666 2.6432 1.1496
H -1.0728 1.2107 0.0629
H -1.7042 0.9889 1.6099
H 0.5280 1.3936 2.6525
H 0.5385 0.0572 1.6038
H 1.2060 1.5337 0.9210
C 0.5444 -0.7148 -1.7010
C 0.0084 -1.9666 -0.9945
H -0.0157 0.1728 -1.4238
H 1.5653 -0.4649 -1.3863
H 0.5297 -0.7851 -2.7905
H 0.7726 -2.5455 -0.4948
H -0.6218 -2.5739 -1.6539
H -0.7322 -1.6672 -0.2349


No. 5
54
Properties=species:S:1:pos:R:3 method="wB97M-V/def2-TZVPD" total_charge=+4 molar_mass_g_mol=448.5 energy_ha=-1743.90660 e_homo_ev="-23.167 / -22.990" multiplicity=4 lumo_energy_ev="-16.00 / -18.83" s_squared=3.772 orbital_gap_ha="0.2633 / 0.1527"
Tc 0.5432 -0.2904 0.4603
C 2.1924 0.1038 -0.5274
O 3.1667 0.3376 -1.1230
C 0.4223 -2.1216 -0.0408
O 0.3469 -3.2593 -0.3115
C -0.8914 -0.4257 1.7843
O -1.7450 -0.5297 2.5739
C -0.1421 0.5303 -2.9560
P -0.6597 0.8544 -1.1958
H -1.3036 3.1458 -1.2384
H 0.8521 1.0047 -3.0142
C -2.5082 0.7329 -1.2476
H -2.7679 1.2461 -2.1880
C -1.0613 1.1739 -4.0019
H -1.2518 2.2392 -3.8218
H -2.0214 0.6445 -4.0623
H -0.5816 1.0850 -4.9871
C 0.0276 -0.9605 -3.2509
H -0.9396 -1.4775 -3.2719
C -0.1493 2.9848 0.5704
H 0.6764 -1.4635 -2.5244
H 0.4861 -1.0632 -4.2448
C 0.7838 3.2333 -1.7649
H 0.6748 2.3949 1.0071
H 0.1264 4.0421 0.6694
H -1.0521 2.8138 1.1681
C -0.3625 2.6683 -0.9157
H 0.9678 4.2680 -1.4460
H 0.5332 3.2484 -2.8318
H 1.7134 2.6628 -1.6280
C -3.2089 1.4688 -0.1016
H -2.9296 1.0590 0.8776
H -4.2910 1.3327 -0.2310
H -3.0069 2.5457 -0.1128
C -2.9805 -0.7216 -1.3358
H -2.6195 -1.3197 -0.4860
H -2.6689 -1.2123 -2.2656
H -4.0794 -0.7284 -1.3092
H 1.7272 5.2917 1.4788
H 2.1211 5.0020 2.0464
C 2.4609 -4.1898 2.1882
N 2.7294 -2.7490 2.3265
C 1.8819 -1.8757 2.8755
S 2.0108 -0.1840 2.4462
N 0.9668 -2.2329 3.7913
C 1.1881 -3.2690 4.8060
H 1.5019 -4.4281 2.6515
H 3.2648 -4.7518 2.6758
H 2.4370 -4.4626 1.1285
H 3.3711 -2.3390 1.6446
H 0.3429 -1.4753 4.0773
H 1.2435 -2.8122 5.8021
H 0.3457 -3.9684 4.7827
H 2.1163 -3.8031 4.6034


No. 6
8
Properties=species:S:1:pos:R:3 method="wB97M-V/def2-TZVPD" de_lowest_ev=3.398 total_charge=0 molar_mass_g_mol=56.1 energy_ha=-191.78512 e_homo_ev=-10.144 lumo_energy_ev=0.66 orbital_gap_ha=0.3970
C 1.9054 1.0434 0.1119
C 0.9334 0.3355 0.2279
C -0.7315 -0.7669 0.1911
O -1.4591 -0.4639 -0.9540
H 2.7437 1.6023 -0.0152
H -1.2391 -0.5235 1.2125
H -0.5604 -1.7965 0.1729
H -1.5924 0.5697 -0.9472